(1)
The following is a DFT calculation (ωB97M-V/def2-TZVPD) of a molecular structure, C35H31N10O7Ti at a distorted geometry.

Geometry as XYZ:
```
84
Properties=species:S:1:pos:R:3:forces:R:3
Ti -0.2987 0.5150 0.6471 -0.2451 -0.4148 0.7998
O -6.1813 0.4589 2.8118 0.0094 -0.0007 -0.0041
C -4.9251 0.4510 2.2938 -0.0786 -0.0381 0.0129
C -4.3942 -0.6687 1.6617 0.0381 -0.0351 -0.0326
C -3.1062 -0.5861 1.1729 -0.0027 -0.0632 -0.0714
N -2.3838 0.5166 1.2986 0.2449 0.0879 -0.1026
C -2.8988 1.5993 1.8697 0.0346 -0.0173 0.0836
C -4.1740 1.6168 2.3920 0.0649 0.0772 -0.0122
C -1.9468 2.7843 1.8052 -0.3851 0.1993 0.0743
O -2.3021 3.8725 2.2311 0.1118 -0.1723 -0.0663
O -0.8376 2.4762 1.2403 0.4167 -0.4304 -0.1080
C -2.3945 -1.6570 0.3698 -0.1639 0.0700 -0.0572
O -2.9146 -2.7495 0.2053 0.0199 0.0243 -0.0589
O -1.2829 -1.2233 -0.1053 0.2063 0.1160 0.0843
H -6.5783 -0.4089 2.6821 -0.0124 -0.0029 0.0070
H -4.9477 -1.5913 1.5326 0.0042 0.0062 0.0021
H -4.5664 2.5163 2.8444 0.0034 -0.0039 0.0004
C -0.3696 -0.0804 4.9035 -0.1341 0.2913 -0.2520
C -0.5163 0.4561 3.6626 -0.0950 0.0415 0.5079
N -0.0426 -0.1615 2.5390 -0.2420 0.5303 -1.0149
C 0.7016 -1.2816 2.7809 0.5606 -0.5126 -0.5089
C 0.8010 -1.8091 4.0773 -0.1419 0.1420 0.2127
N 0.2663 -1.2583 5.1399 0.1779 -0.3198 0.0011
C 1.4207 -1.7911 1.6490 -0.3690 0.2676 0.7126
C 2.2645 -2.9103 1.7288 0.1731 -0.1300 -0.1219
C 2.9870 -3.3120 0.6376 -0.0303 -0.0462 0.2108
C 2.8351 -2.5681 -0.5442 -0.0520 0.2065 -0.1846
C 1.9805 -1.4940 -0.5682 0.2340 -0.1118 -0.0508
N 1.2689 -1.0798 0.5033 -0.3479 0.1963 -0.1807
C 1.8291 -0.7994 -1.8764 -0.0105 -0.0622 0.0508
C 0.6283 -0.8896 -2.5797 0.0003 0.0390 -0.0184
N 0.4821 -0.3578 -3.7858 0.0082 0.0050 -0.0049
C 1.5409 0.2826 -4.2786 0.0016 -0.0044 -0.0126
C 2.7360 0.3575 -3.5859 0.0021 -0.0167 0.0024
N 2.8971 -0.2005 -2.3889 0.0114 0.0104 -0.0538
C 3.8813 -4.4858 0.6948 -0.0178 0.0228 -0.0029
C 4.0173 -5.3477 -0.3898 0.0269 -0.0302 0.0026
C 4.8649 -6.4384 -0.2854 -0.0156 0.0188 -0.0010
N 5.5778 -6.7253 0.8019 0.0153 -0.0205 -0.0052
C 5.4472 -5.8959 1.8354 -0.0160 0.0168 0.0045
C 4.6267 -4.7800 1.8333 0.0189 -0.0271 0.0014
H -0.7675 0.4432 5.7639 0.0030 0.0046 -0.0125
H -1.0047 1.4078 3.5363 0.0069 0.0119 0.0477
H 1.3511 -2.7290 4.2386 -0.0003 -0.0006 -0.0032
H 2.3300 -3.4643 2.6535 -0.0066 0.0090 -0.0106
H 3.3908 -2.8150 -1.4385 -0.0019 0.0137 0.0031
H -0.2153 -1.4036 -2.1324 0.0088 -0.0165 -0.0170
H 1.4351 0.7359 -5.2579 0.0007 0.0034 0.0037
H 3.5930 0.8690 -4.0102 -0.0040 -0.0003 -0.0020
H 3.4523 -5.1849 -1.2982 0.0015 0.0026 0.0005
H 4.9734 -7.1220 -1.1208 0.0001 -0.0013 -0.0007
H 6.0373 -6.1323 2.7145 0.0000 -0.0004 -0.0011
H 4.5882 -4.1337 2.7004 -0.0012 0.0017 -0.0051
O 1.0025 1.5722 -0.6987 -0.3542 -0.2858 -0.1000
C 1.8408 2.1185 0.0746 0.3080 0.1991 0.8130
C 2.6844 3.3185 -0.2997 0.0052 -0.0806 -0.2747
C 3.3159 3.6941 1.0331 0.0114 -0.0152 -0.0151
C 2.8955 2.5463 1.9631 0.0979 0.0968 0.0559
O 3.2885 2.4236 3.1021 -0.0126 0.0138 -0.0708
N 2.0111 1.7086 1.3167 -0.0357 0.0548 -0.2741
H 2.0556 4.0871 -0.7493 -0.0118 0.0116 0.0254
H 3.4176 3.0110 -1.0494 -0.0124 0.0155 -0.0170
H 2.9159 4.6220 1.4425 -0.0008 0.0087 -0.0030
H 4.4016 3.7761 1.0148 -0.0014 -0.0020 -0.0019
C -1.2195 2.4358 -2.4723 0.0098 -0.0068 -0.0219
C -2.0157 3.0226 -3.6664 -0.0051 -0.0006 0.0006
N -3.3979 2.5359 -3.6555 0.0060 0.0002 0.0193
C -4.0216 2.9528 -2.3988 0.0030 -0.0009 -0.0038
C -3.2173 2.4112 -1.1854 -0.0188 0.0024 -0.0182
N -2.0926 1.5891 -1.6479 0.0057 0.0234 0.0528
C -2.6375 0.4970 -2.4640 0.0028 -0.0234 -0.0233
C -3.3768 1.0714 -3.7015 0.0067 0.0049 0.0128
H -0.8121 3.2145 -1.8264 -0.0054 0.0108 0.0014
H -0.3810 1.8318 -2.8090 -0.0127 0.0180 0.0020
H -1.5632 2.7361 -4.6190 0.0022 -0.0042 0.0002
H -2.0438 4.1145 -3.6289 0.0034 -0.0007 -0.0003
H -5.0482 2.5784 -2.3905 -0.0003 -0.0007 0.0035
H -4.0691 4.0439 -2.3847 0.0033 0.0021 0.0030
H -3.8543 1.7956 -0.5478 -0.0007 -0.0003 -0.0058
H -2.8184 3.2261 -0.5800 -0.0005 0.0072 -0.0021
H -3.3080 -0.0899 -1.8322 -0.0030 0.0016 -0.0048
H -1.8229 -0.1536 -2.7704 -0.0252 0.0191 -0.0079
H -4.4087 0.7151 -3.7509 -0.0002 0.0016 0.0036
H -2.8774 0.7711 -4.6252 0.0036 -0.0071 0.0032
```
Forces are in eV/Å.

As for the net charge: -1. The relative energy (zero: lowest compared OMol25 entry of this formula, charge and spin) is 3.98 kcal/mol. The energy comes out at -3276.3503 Eh. For the HOMO energy (spin up / spin down), the calculation gives -2.968 / -3.096 eV.

---

(2)
The following is a DFT calculation (ωB97M-V/def2-TZVPD) of a molecular structure, C35H31O2P2PtS2 at a distorted geometry.

Geometry as XYZ:
```
73
Properties=species:S:1:pos:R:3:forces:R:3
Pt 1.0839 -0.9166 0.2805 0.0350 0.6370 -0.4791
S 0.5267 -3.1813 -1.4433 -0.1109 0.3100 0.3540
P 1.6589 -2.0378 -2.6375 0.4174 -0.2836 0.0874
C 1.9352 -0.6580 -1.5706 -0.7918 0.1183 -0.5428
P 1.5662 1.0609 -1.8119 0.3305 0.5534 0.1344
S -0.1463 1.2918 -0.7724 0.2975 -0.6648 0.0874
C 1.4259 1.7064 -3.4901 0.0456 -0.3858 0.1061
C 2.5238 1.5854 -4.3417 -0.0676 -0.0483 0.0061
C 2.4673 2.1357 -5.6092 0.0904 -0.0630 -0.0098
C 1.3245 2.8128 -6.0165 -0.0262 0.0317 -0.0576
C 0.2354 2.9319 -5.1675 -0.0607 0.0232 -0.0895
C 0.2776 2.3710 -3.9004 0.0222 -0.0402 0.0735
C 2.9835 1.9434 -1.1142 -0.0867 -0.1619 -0.1653
C 3.3668 3.1686 -1.6567 -0.0025 -0.0343 0.1123
C 4.4802 3.8207 -1.1513 -0.0207 0.0561 -0.0153
C 5.2026 3.2575 -0.1097 -0.0119 0.0178 0.0170
C 4.8179 2.0390 0.4331 0.0347 -0.0122 0.0660
C 3.7084 1.3789 -0.0668 -0.0143 0.1123 -0.0765
C 0.8210 -1.7927 -4.2086 0.2303 0.1664 0.2879
C -0.5184 -1.4095 -4.1839 -0.0721 0.0349 -0.0122
C -1.2108 -1.2924 -5.3752 -0.0603 0.0886 0.0452
C -0.5715 -1.5615 -6.5788 -0.0189 0.0214 -0.0336
C 0.7628 -1.9381 -6.5981 0.0454 -0.0221 -0.1168
C 1.4687 -2.0545 -5.4117 0.0504 0.0474 0.0638
C 3.2935 -2.7476 -2.9335 -0.1450 0.1787 0.0934
C 4.4108 -1.9160 -2.8859 -0.0871 -0.0597 -0.0335
C 5.6770 -2.4597 -3.0303 0.0685 -0.0078 -0.0117
C 5.8239 -3.8273 -3.2168 0.0030 0.0212 -0.0197
C 4.7093 -4.6540 -3.2625 -0.0604 -0.0737 -0.0252
C 3.4396 -4.1193 -3.1188 -0.0135 0.0781 -0.0388
H 3.4192 1.0791 -3.9975 0.0230 0.0160 -0.0811
H 3.3135 2.0453 -6.2775 -0.0053 0.0074 0.0116
H 1.2868 3.2562 -7.0032 -0.0026 -0.0174 0.0066
H -0.6500 3.4602 -5.4958 0.0104 0.0039 0.0294
H -0.5650 2.4632 -3.2268 -0.0281 -0.0231 -0.0288
H 2.7984 3.6043 -2.4673 0.0592 0.0528 0.0006
H 4.7860 4.7679 -1.5750 -0.0184 0.0100 0.0234
H 6.0647 3.7756 0.2889 0.0207 -0.0200 -0.0199
H 5.3876 1.6068 1.2448 -0.0315 -0.0130 0.0099
H 3.4033 0.4272 0.3527 0.0795 -0.0093 0.0549
H -1.0149 -1.2239 -3.2377 0.0060 -0.0036 -0.0273
H -2.2505 -0.9926 -5.3644 0.0075 -0.0263 -0.0172
H -1.1222 -1.4815 -7.5071 0.0173 0.0044 0.0024
H 1.2533 -2.1493 -7.5392 -0.0061 -0.0038 0.0128
H 2.5076 -2.3606 -5.4113 -0.0177 0.0170 -0.0619
H 4.2852 -0.8521 -2.7197 0.0628 -0.0039 0.0320
H 6.5482 -1.8202 -2.9823 -0.0021 -0.0002 -0.0185
H 6.8122 -4.2541 -3.3247 0.0051 0.0082 0.0157
H 4.8271 -5.7208 -3.3979 0.0227 0.0082 -0.0198
H 2.5649 -4.7581 -3.1410 0.0247 -0.0393 0.0331
C -0.7546 -5.9497 0.7346 0.0276 0.0243 0.0335
C -0.5495 -4.5490 1.2189 -0.0366 0.0287 -0.0036
C 0.6407 -4.1783 1.8457 0.1045 0.0936 -0.0021
C 0.8836 -2.8692 2.2213 -0.0967 -0.2367 0.1803
C 2.1297 -2.5076 2.9876 -0.0416 -0.0833 -0.0120
C -0.1308 -1.8987 1.9637 0.0436 0.5375 0.3735
C -1.3567 -2.2653 1.3393 -0.1216 -0.2606 0.0703
C -2.4346 -1.2475 1.1254 -0.0255 -0.0655 0.0899
C -1.5374 -3.5874 0.9887 -0.0338 0.1514 0.0008
C -0.0410 -0.5388 2.7137 -0.5463 -1.2085 -0.0435
O -0.7005 -0.3328 3.6965 0.2651 0.3053 -0.0592
O 0.8024 0.2252 2.0966 0.2004 0.0346 -0.3508
H -0.0344 -6.6375 1.1729 -0.0158 -0.0119 0.0061
H -0.6254 -5.9690 -0.3513 -0.0095 -0.0451 0.0004
H -1.7639 -6.2984 0.9507 -0.0007 -0.0071 -0.0031
H 1.3857 -4.9372 2.0538 0.0248 0.0206 -0.0465
H 2.8495 -3.3229 2.9545 -0.0218 -0.0129 0.0003
H 1.8737 -2.3173 4.0325 -0.0002 0.0296 0.0003
H 2.6095 -1.6076 2.6054 -0.0068 0.0407 0.0431
H -2.8592 -0.9547 2.0876 0.0056 0.0060 -0.0015
H -3.2279 -1.6495 0.4983 0.0078 0.0052 -0.0023
H -2.0416 -0.3461 0.6582 0.0040 0.0532 -0.0072
H -2.4677 -3.8860 0.5188 0.0259 -0.0060 -0.0316
```
Forces are in eV/Å.

Its spin multiplicity is 5. As for the net charge: +1. The energy comes out at -3100.9167 Eh. For the HOMO energy (spin up / spin down), the calculation gives -10.845 / -11.628 eV. Its expectation value of S² is 6.0296.

---

(3)
The following is a DFT calculation (ωB97M-V/def2-TZVPD) of a molecular structure, C35H32Br2N8O3S4Y at a distorted geometry.

Geometry as XYZ:
```
85
Properties=species:S:1:pos:R:3:forces:R:3
Y -13.9069 12.3576 12.9234 -0.7441 -0.2231 0.0048
O -13.2449 10.9071 20.2164 -0.4801 0.1889 -1.5300
C -12.2937 11.7230 19.5534 0.6195 -0.2698 0.5775
C -12.6860 11.9578 18.1218 0.4504 -0.1338 0.4737
C -12.0048 12.8525 17.3041 0.5457 0.3761 0.7216
C -12.4134 13.0474 16.0061 -0.6550 -1.2654 0.1152
N -13.4416 12.3658 15.4447 0.5403 0.4959 1.2501
C -14.1105 11.5549 16.3005 -0.7848 0.2377 -2.1250
C -13.7318 11.2546 17.5699 0.4110 0.8370 0.5273
C -15.4227 11.0655 15.7915 -0.5451 -0.9117 0.8180
C -16.4144 10.6160 16.7127 0.3909 0.2865 -0.8693
C -17.6454 10.2274 16.2262 -0.2369 0.0213 -0.3995
C -18.8385 9.8569 17.0674 0.4669 -0.6745 1.4225
O -18.6826 10.2884 18.4234 0.0362 0.0027 -0.0268
C -17.8329 10.2334 14.8458 0.5979 0.5990 0.4922
C -16.8417 10.7082 14.0309 0.7032 -0.6455 1.1471
N -15.6227 11.0845 14.4791 -0.5127 0.3349 -0.4513
H -13.0400 10.7307 21.1210 0.5547 0.0685 0.7887
H -11.2958 11.2728 19.5573 0.0121 -0.3767 -0.1234
H -12.1189 12.6495 20.0938 -0.3702 0.4775 -0.0927
H -11.1338 13.4155 17.6751 -0.5735 -0.2331 -0.1413
H -11.8750 13.7534 15.4321 0.2931 0.5522 -0.9529
H -14.3007 10.6032 18.1759 -0.3384 -0.5868 0.4429
H -16.2380 10.6007 17.7736 -0.0048 0.1962 0.0985
H -18.9454 8.7556 17.1295 -0.1894 0.4511 -0.7064
H -19.7394 10.3227 16.6385 0.2562 -0.2644 0.2419
H -18.4394 9.5403 18.9931 -0.2123 0.3704 -0.4223
H -18.7668 9.9475 14.4341 -0.7222 -0.2274 -0.3998
H -17.0188 10.6751 12.9973 0.0605 0.3169 -1.2740
Br -14.6160 5.3228 12.9939 -0.0804 0.3862 -0.3618
C -14.4173 7.1359 12.4854 1.0785 0.2236 0.5791
C -15.4103 7.8857 11.8897 0.8718 -0.6091 0.3623
C -15.1725 9.2301 11.7591 -0.9317 0.4007 -1.0990
N -14.0759 9.8924 12.0996 -0.7979 0.4035 0.4702
C -13.0968 9.1541 12.5730 0.7431 -1.3807 -0.4546
C -13.2103 7.7787 12.7665 0.7386 -1.3625 0.6484
C -11.7977 9.7852 12.7630 0.4463 -0.3880 0.3331
C -10.6638 9.0678 12.4661 1.3743 -0.6137 -0.3365
C -9.4005 9.5922 12.8379 -1.0940 -0.6887 -0.4775
Br -7.7538 8.8055 12.4859 -0.0679 -0.4249 -0.1795
C -9.4030 10.7768 13.4858 -0.8821 1.9423 0.5158
C -10.6096 11.4970 13.6281 0.7525 -1.3657 0.0845
N -11.8001 11.0152 13.2929 0.2837 0.2451 0.1266
H -16.2539 7.3789 11.4972 -0.9428 0.0581 -0.1832
H -15.9094 9.7996 11.2283 -0.3706 0.4490 -0.0297
H -12.3380 7.1627 13.1506 -1.2879 1.0586 -0.4034
H -10.7158 8.1195 11.9039 -0.0340 0.6424 0.4970
H -8.5054 11.2785 13.8004 0.2583 -0.0402 0.0605
H -10.5525 12.4452 14.0943 -0.1412 0.9448 0.1901
S -12.6899 12.2555 10.4244 0.4374 0.4673 0.3197
C -11.6295 13.3850 11.2631 -0.4357 -0.7670 -0.3059
S -12.3737 14.5067 12.3459 -0.3163 0.4084 0.4419
C -10.2653 13.2354 11.2468 0.0914 0.4953 0.3990
C -9.6965 12.0852 10.6396 0.8660 -1.1354 -1.0992
N -9.2627 11.1203 10.1521 -0.5338 1.2926 0.7110
C -9.4621 14.0546 12.1222 0.7413 -0.0844 0.7367
N -8.8181 14.5869 12.9322 -0.7758 -0.4987 -1.0591
N -15.0549 14.3797 9.7399 0.0344 -0.1615 -0.0700
C -16.2277 13.9096 10.1407 0.1101 0.5531 -0.2842
S -16.3972 12.6415 11.2641 0.0836 -0.1951 0.0697
N -17.3643 14.4999 9.6856 1.3169 -1.2993 1.3130
C -17.3805 15.4766 8.7085 -1.9322 1.4525 -1.9695
C -18.3709 16.4824 8.7706 0.4610 -0.2459 -0.8610
C -18.6357 17.2667 7.6323 0.0182 1.2977 1.2311
C -17.8109 17.2644 6.5130 0.4050 -1.1315 0.2591
C -16.8207 16.2754 6.4560 -0.8957 -0.1198 1.1971
C -16.6868 15.3518 7.5012 0.2681 -0.2277 -0.3509
H -14.2244 13.8210 9.9435 0.1063 -0.0252 0.2114
H -14.9529 15.1120 9.0452 -0.2910 -0.1709 0.2925
H -18.1912 14.0580 10.0593 -0.2314 0.3864 -0.2153
H -18.9583 16.6170 9.6726 -0.0304 -0.0894 -0.0988
H -19.4065 18.0530 7.7442 0.3895 -0.6626 -0.2576
H -17.9511 17.9295 5.6742 -0.1364 0.1072 0.0845
H -16.2158 16.1241 5.5993 0.4024 0.0633 -0.7454
H -16.0916 14.4537 7.3090 0.0117 0.4053 0.1981
C -17.1483 15.8807 14.0452 0.7320 0.1902 -2.1630
S -15.4940 15.3689 13.4317 -1.0318 0.8088 0.4850
C -14.5756 16.2614 14.6622 0.9277 -1.3558 0.7344
O -15.3926 13.9499 13.9384 0.5718 -0.6886 -0.1526
H -17.0986 16.8879 14.3731 0.0327 0.9191 0.3758
H -17.4201 15.2155 14.7947 -0.2697 -1.1649 1.5761
H -17.8743 15.8010 13.2429 0.0350 -0.0412 -0.2162
H -14.5531 17.2979 14.5772 -0.6909 1.9658 -0.4789
H -13.5156 16.0283 14.5411 -0.0767 -0.5780 0.0439
H -14.9353 15.9712 15.6583 0.1194 -0.0514 -0.3024
```
Forces are in eV/Å.

As for the net charge: +1. The relative energy (zero: lowest compared OMol25 entry of this formula, charge and spin) is 17.64 kcal/mol. The energy comes out at -8795.7961 Eh. For the HOMO energy, the calculation gives -9.932 eV.